--- one ---
Formula: C36H54O27
Source: OMol25
Level of theory: ωB97M-V with the def2-TZVPD basis set

Summary:
HOMO   -10.01 eV
Frontier orbital gap   0.3548 Eh

Element x y z (Å)
C: -1.50 1.67 4.97
C: -2.82 1.42 4.24
C: -2.93 1.51 2.82
O: -3.20 0.18 2.27
C: -3.32 -0.63 3.31
O: -3.63 -1.85 3.28
O: -3.15 0.02 4.43
H: -0.65 1.81 4.29
H: -1.24 0.90 5.69
H: -1.63 2.57 5.58
H: -3.58 1.97 4.79
H: -2.08 2.14 2.57
H: -3.67 2.31 2.77
C: -2.63 0.99 -3.98
C: -2.45 0.82 -5.47
C: -3.73 0.81 -6.33
O: -3.50 1.83 -7.21
C: -2.19 2.28 -7.04
O: -1.56 3.15 -7.79
O: -1.79 1.97 -5.86
H: -1.87 1.32 -3.27
H: -2.88 0.01 -3.57
H: -3.45 1.69 -3.83
H: -1.85 -0.07 -5.66
H: -4.65 0.82 -5.74
H: -3.78 -0.09 -6.94
C: 3.06 -3.18 6.65
C: 1.86 -2.85 5.76
C: 1.36 -1.38 6.12
O: 1.21 -0.80 4.84
C: 2.11 -1.35 3.94
O: 2.34 -1.08 2.79
O: 2.45 -2.59 4.41
H: 2.82 -2.71 7.61
H: 4.02 -2.81 6.29
H: 3.15 -4.23 6.91
H: 1.11 -3.62 5.58
H: 1.97 -0.77 6.78
H: 0.44 -1.61 6.67
C: 0.05 -1.06 0.59
C: 0.16 0.53 0.57
C: 0.63 1.07 -0.73
O: 0.02 2.37 -0.66
C: -1.12 2.33 -0.16
O: -1.97 3.27 -0.33
O: -1.13 1.12 0.61
H: 1.06 -1.43 0.77
H: -0.26 -1.50 -0.36
H: -0.59 -1.51 1.35
H: 0.78 0.97 1.36
H: 0.37 0.48 -1.62
H: 1.70 1.13 -0.58
C: 1.31 -4.21 -0.57
C: 2.56 -4.90 -1.16
C: 3.87 -4.09 -0.82
O: 4.69 -4.94 -0.05
C: 3.93 -6.05 0.29
O: 4.18 -6.86 1.17
O: 2.82 -6.05 -0.36
H: 0.49 -4.81 -0.96
H: 1.33 -3.18 -0.92
H: 1.31 -4.09 0.51
H: 2.57 -5.15 -2.22
H: 3.75 -3.15 -0.28
H: 4.53 -3.91 -1.66
C: -1.35 5.45 2.27
C: -1.74 7.01 2.24
C: -2.85 7.55 1.23
O: -3.50 8.59 2.02
C: -3.44 8.14 3.28
O: -4.12 8.53 4.16
O: -2.55 7.18 3.42
H: -2.19 4.79 2.05
H: -0.88 5.29 3.24
H: -0.75 5.12 1.42
H: -0.84 7.62 2.23
H: -3.57 6.77 0.97
H: -2.34 8.04 0.40
C: 1.60 3.28 -5.10
C: 0.73 4.30 -4.35
C: 0.54 4.34 -2.84
O: 1.08 5.53 -2.54
C: 1.39 6.16 -3.61
O: 1.84 7.25 -3.48
O: 1.06 5.56 -4.69
H: 1.57 3.23 -6.19
H: 1.52 2.32 -4.60
H: 2.66 3.36 -4.88
H: -0.20 3.99 -4.83
H: 1.12 3.54 -2.37
H: -0.54 4.38 -2.66
C: 1.49 -0.89 -4.65
C: 1.72 -2.18 -5.55
C: 2.89 -2.03 -6.55
O: 3.89 -3.05 -6.20
C: 3.47 -3.64 -5.05
O: 4.00 -4.61 -4.57
O: 2.28 -3.01 -4.61
H: 2.51 -0.52 -4.58
H: 0.92 -1.16 -3.76
H: 0.91 -0.10 -5.14
H: 0.86 -2.57 -6.09
H: 3.44 -1.10 -6.38
H: 2.49 -2.07 -7.56
C: -1.47 -4.60 5.05
C: -1.19 -5.47 3.84
C: -0.95 -4.69 2.55
O: -0.07 -5.65 1.92
C: 0.60 -6.33 2.89
O: 1.58 -7.07 2.64
O: 0.01 -6.11 4.04
H: -1.20 -5.02 6.02
H: -2.47 -4.19 5.23
H: -0.98 -3.64 4.90
H: -1.93 -6.26 3.68
H: -0.39 -3.76 2.68
H: -1.88 -4.54 2.01

---

--- two ---
Formula: C36H54O27
Source: OMol25
Level of theory: ωB97M-V with the def2-TZVPD basis set

Summary:
HOMO   -10.38 eV
Frontier orbital gap   0.3567 Eh

Element x y z (Å)
C: 11.30 -8.35 15.98
C: 9.95 -8.35 15.34
C: 9.99 -8.93 13.90
O: 8.91 -9.85 13.83
C: 8.54 -10.14 15.06
O: 7.63 -10.86 15.36
O: 9.20 -9.43 15.99
H: 11.90 -7.49 15.70
H: 11.85 -9.27 15.80
H: 11.29 -8.41 17.07
H: 9.29 -7.48 15.42
H: 10.93 -9.30 13.51
H: 9.71 -8.01 13.36
C: 11.52 2.43 11.43
C: 10.51 1.33 11.36
C: 9.89 0.75 12.63
O: 8.64 0.26 12.17
C: 8.28 0.94 11.10
O: 7.29 0.81 10.45
O: 9.27 1.82 10.75
H: 11.28 3.18 12.18
H: 11.63 2.78 10.40
H: 12.56 2.10 11.49
H: 10.80 0.54 10.66
H: 9.94 1.42 13.48
H: 10.58 -0.06 12.85
C: 14.31 -1.68 11.40
C: 15.71 -2.20 11.73
C: 15.71 -3.31 12.84
O: 16.02 -4.48 12.09
C: 16.36 -4.19 10.83
O: 16.78 -5.00 10.06
O: 16.09 -2.91 10.54
H: 13.79 -1.22 12.25
H: 13.63 -2.37 10.90
H: 14.44 -0.89 10.65
H: 16.26 -1.29 11.96
H: 14.65 -3.44 13.04
H: 16.41 -3.01 13.61
C: 12.62 -1.64 16.83
C: 12.91 -2.52 15.68
C: 12.06 -3.83 15.75
O: 11.27 -3.79 14.56
C: 11.45 -2.65 13.91
O: 10.69 -2.26 13.07
O: 12.42 -1.90 14.46
H: 12.81 -2.12 17.79
H: 11.55 -1.42 16.90
H: 13.16 -0.69 16.83
H: 13.95 -2.85 15.66
H: 11.44 -3.85 16.65
H: 12.62 -4.76 15.79
C: 16.49 2.91 18.36
C: 15.02 3.31 18.16
C: 14.21 2.13 17.61
O: 13.36 1.81 18.74
C: 13.52 2.69 19.73
O: 13.07 2.57 20.83
O: 14.42 3.64 19.40
H: 16.89 2.58 17.40
H: 16.56 2.08 19.06
H: 16.98 3.88 18.46
H: 14.95 4.13 17.45
H: 14.77 1.30 17.18
H: 13.52 2.48 16.84
C: 9.24 -2.99 10.04
C: 10.35 -2.80 9.02
C: 9.96 -2.37 7.63
O: 11.15 -1.65 7.24
C: 11.69 -1.11 8.37
O: 12.47 -0.20 8.31
O: 11.33 -1.81 9.43
H: 8.51 -3.61 9.52
H: 8.69 -2.06 10.21
H: 9.47 -3.43 11.01
H: 10.96 -3.71 9.00
H: 9.12 -1.66 7.59
H: 9.85 -3.14 6.87
C: 6.87 -4.23 15.50
C: 6.85 -4.87 14.12
C: 8.15 -5.15 13.34
O: 7.94 -6.45 12.82
C: 6.77 -6.97 13.29
O: 6.24 -7.94 12.85
O: 6.20 -6.14 14.13
H: 7.81 -4.37 16.04
H: 6.13 -4.53 16.24
H: 6.55 -3.19 15.36
H: 6.19 -4.22 13.53
H: 9.06 -5.13 13.94
H: 8.27 -4.39 12.57
C: 8.43 -0.21 18.58
C: 8.36 -1.50 19.36
C: 7.22 -2.48 18.97
O: 7.83 -3.77 18.87
C: 9.18 -3.60 18.76
O: 9.94 -4.49 18.56
O: 9.47 -2.32 18.97
H: 8.67 -0.38 17.53
H: 9.28 0.35 18.99
H: 7.52 0.38 18.59
H: 8.45 -1.38 20.44
H: 6.57 -2.15 18.16
H: 6.61 -2.61 19.86
C: 12.10 -0.67 20.55
C: 12.37 -0.41 21.99
C: 11.15 -0.37 22.88
O: 11.54 -1.10 24.06
C: 12.66 -1.79 23.81
O: 13.08 -2.65 24.53
O: 13.13 -1.50 22.59
H: 12.99 -0.66 19.90
H: 11.58 0.17 20.09
H: 11.72 -1.68 20.36
H: 13.03 0.43 22.21
H: 10.30 -0.89 22.42
H: 10.85 0.62 23.22

---

--- three ---
Formula: C36H54O27
Source: OMol25
Level of theory: ωB97M-V with the def2-TZVPD basis set

Summary:
HOMO   -10.55 eV
Frontier orbital gap   0.3812 Eh

Element x y z (Å)
C: -22.68 12.16 35.74
C: -23.29 13.52 35.56
C: -22.39 14.70 35.86
O: -22.85 15.69 34.94
C: -23.47 15.06 33.90
O: -23.79 15.59 32.89
O: -23.69 13.76 34.21
H: -23.34 11.36 35.40
H: -22.47 11.97 36.80
H: -21.71 12.08 35.24
H: -24.20 13.55 36.16
H: -21.34 14.49 35.63
H: -22.46 15.04 36.89
C: -27.58 16.61 25.79
C: -27.68 18.07 26.16
C: -27.20 19.06 25.08
O: -28.36 19.86 24.82
C: -29.38 19.49 25.62
O: -30.44 20.03 25.63
O: -29.04 18.44 26.38
H: -28.17 15.99 26.48
H: -26.58 16.23 25.99
H: -27.87 16.44 24.76
H: -27.12 18.24 27.08
H: -26.91 18.61 24.13
H: -26.42 19.69 25.50
C: -20.81 19.75 31.72
C: -22.09 20.57 31.87
C: -22.22 21.76 30.94
O: -22.99 21.24 29.86
C: -23.57 20.08 30.23
O: -24.30 19.44 29.56
O: -23.19 19.74 31.48
H: -20.55 19.54 30.69
H: -20.82 18.93 32.43
H: -19.97 20.36 32.08
H: -22.07 20.84 32.92
H: -21.25 22.11 30.59
H: -22.74 22.60 31.39
C: -24.41 16.52 27.51
C: -23.53 15.54 28.22
C: -23.48 15.58 29.77
O: -24.42 14.55 30.12
C: -24.56 13.68 29.11
O: -25.07 12.61 29.21
O: -24.03 14.19 27.98
H: -24.04 17.54 27.65
H: -25.44 16.45 27.87
H: -24.37 16.37 26.44
H: -22.52 15.49 27.82
H: -23.83 16.50 30.22
H: -22.48 15.24 30.01
C: -23.53 10.12 31.06
C: -22.85 9.38 32.15
C: -21.80 10.14 32.96
O: -21.80 9.42 34.19
C: -23.08 8.96 34.38
O: -23.49 8.51 35.39
O: -23.78 9.09 33.24
H: -24.22 9.54 30.46
H: -22.82 10.67 30.43
H: -24.08 10.98 31.47
H: -22.43 8.41 31.86
H: -22.11 11.18 33.12
H: -20.82 10.10 32.48
C: -19.19 15.98 26.23
C: -18.97 15.60 24.79
C: -17.73 16.27 24.17
O: -16.89 15.20 23.79
C: -17.46 14.01 24.10
O: -16.96 12.95 23.91
O: -18.68 14.19 24.65
H: -19.26 17.07 26.27
H: -18.40 15.61 26.89
H: -20.14 15.64 26.63
H: -19.89 15.76 24.22
H: -17.23 16.81 24.98
H: -17.94 17.02 23.41
C: -22.10 18.81 25.38
C: -22.11 20.31 25.21
C: -21.75 20.80 23.81
O: -23.04 20.83 23.18
C: -23.96 21.13 24.14
O: -25.04 21.55 23.94
O: -23.44 20.84 25.36
H: -22.95 18.33 24.88
H: -22.24 18.56 26.44
H: -21.15 18.36 25.10
H: -21.55 20.79 26.01
H: -21.12 20.12 23.25
H: -21.36 21.82 23.84
C: -21.49 11.49 26.62
C: -21.66 12.37 25.40
C: -23.05 12.43 24.80
O: -22.99 13.75 24.20
C: -22.30 14.51 25.07
O: -22.51 15.67 25.28
O: -21.51 13.74 25.84
H: -22.25 11.72 27.38
H: -20.58 11.84 27.11
H: -21.43 10.42 26.43
H: -20.92 12.09 24.64
H: -23.80 12.38 25.59
H: -23.24 11.73 24.00
C: -27.34 10.16 30.19
C: -27.46 8.69 30.53
C: -28.38 7.88 29.61
O: -27.52 7.04 28.87
C: -26.29 7.05 29.42
O: -25.39 6.33 29.15
O: -26.21 8.03 30.36
H: -27.37 10.35 29.12
H: -26.53 10.67 30.68
H: -28.26 10.68 30.50
H: -27.77 8.55 31.57
H: -28.97 8.53 28.97
H: -29.14 7.32 30.16

---

Stability ranking, top entry: three; the second entry is 63.3 kcal/mol less favorable.

---

--- one ---
Formula: C5H4O
Source: OMol25
Level of theory: ωB97M-V with the def2-TZVPD basis set

Summary:
HOMO   -9.42 eV
Frontier orbital gap   0.3205 Eh

Element x y z (Å)
C: 1.03 -0.99 -0.02
C: 0.69 0.36 0.08
C: 2.04 0.05 0.05
C: -1.82 0.03 0.07
C: -0.62 0.95 -0.02
O: 3.21 0.26 0.02
H: 0.60 -1.94 -0.31
H: -2.81 0.25 -0.06
H: -1.51 -1.01 0.48
H: -0.81 2.03 -0.30

---

--- two ---
Formula: C5H4O
Source: OMol25
Level of theory: ωB97M-V with the def2-TZVPD basis set

Summary:
HOMO   -9.50 eV
Frontier orbital gap   0.3744 Eh

Element x y z (Å)
O: 0.86 0.33 2.51
C: 0.65 1.03 1.31
C: 0.58 0.17 0.12
C: 0.23 -0.45 -0.86
C: -0.46 -1.01 -1.92
C: -1.22 -1.38 -2.78
H: 0.17 -0.35 2.58
H: 1.45 1.76 1.22
H: -0.31 1.57 1.31
H: -1.95 -1.67 -3.50

---

--- three ---
Formula: C5H4O
Source: OMol25
Level of theory: ωB97M-V with the def2-TZVPD basis set

Summary:
HOMO (spin up / spin down)   -7.11 / -7.05 eV
Frontier orbital gap (spin up / spin down)   0.2671 / 0.2619 Eh

Element x y z (Å)
C: 1.79 -0.90 -0.01
C: 0.37 -0.95 0.07
C: 3.14 1.16 -0.05
C: -0.84 1.33 0.02
C: -0.33 0.15 -0.09
O: 2.38 0.25 0.08
H: 2.39 -1.84 -0.16
H: 0.01 -1.91 0.05
H: -0.86 1.94 0.85
H: -0.96 1.87 -0.83

---

Stability ranking, top entry: two; the second entry is 10.1 kcal/mol less favorable.